1.
10
Properties=species:S:1:pos:R:3:nbo_charge:R:1 method="wB97M-V/def2-TZVPD" lumo_energy_ha=0.02435 charge=0 e_homo_ha=-0.36108 e_above_lowest_kcal_mol=107.0 gap_ev=10.5
C -0.87369 -0.23872 -0.27918 0.051
N 1.69556 0.10390 0.13336 0.425
N -0.44918 -1.22544 0.31801 -0.772
O 2.84824 0.12903 0.32252 -0.350
O 0.98416 0.64917 -0.61591 -0.366
S -1.76707 1.16906 0.32474 -0.008
H -0.62600 -0.20658 -1.39786 0.205
H 1.03838 -0.73268 0.66945 0.298
H -0.59562 -1.37088 1.33377 0.366
H -2.25478 1.72315 -0.80890 0.150


2.
10
Properties=species:S:1:pos:R:3:nbo_charge:R:1 method="wB97M-V/def2-TZVPD" lumo_energy_ha="0.01397 / -0.00537" charge=0 e_homo_ha="-0.29113 / -0.27992" e_above_lowest_kcal_mol=98.7 gap_ev="8.3 / 7.5"
C 1.95015 0.51031 0.24079 -0.263
N -2.31925 -1.11282 -0.17211 -0.131
N -3.09409 -0.90759 0.66067 -0.014
O -0.94119 -0.02400 -0.85353 -0.788
O 0.66353 0.72205 0.84239 -0.722
S -0.58858 1.19047 -0.09625 0.993
H 1.77468 0.50350 -0.85405 0.185
H 2.25774 -0.36992 0.75390 0.201
H 2.68204 1.37715 0.26985 0.180
H -2.38503 -1.88914 -0.79166 0.359


3.
10
Properties=species:S:1:pos:R:3:nbo_charge:R:1 method="wB97M-V/def2-TZVPD" multiplicity=3 lumo_energy_ha="0.01896 / -0.12359" charge=0 e_homo_ha="-0.30093 / -0.37743" e_above_lowest_kcal_mol=35.2 gap_ev="8.7 / 6.9"
C -0.01138 1.40778 0.12137 -0.477
N -0.87551 -0.60356 -0.39135 -0.469
N -1.03698 0.39822 0.27696 -0.113
O 0.49605 -1.71024 1.17127 -0.860
O 1.43888 -1.86597 -1.09898 -0.857
S 0.90417 -0.97414 -0.07585 1.681
H 0.73332 1.20759 0.78890 0.208
H 0.45050 1.24561 -0.94557 0.212
H -0.49837 2.32387 0.30429 0.235
H -1.60068 -1.42915 -0.15106 0.442


4.
10
Properties=species:S:1:pos:R:3:nbo_charge:R:1 method="wB97M-V/def2-TZVPD" lumo_energy_ha="-0.03411 / -0.03003" charge=0 e_homo_ha="-0.29321 / -0.33838" e_above_lowest_kcal_mol=104.9 gap_ev="7.1 / 8.4"
C 0.32944 -0.30050 -0.23544 0.574
N -0.40760 0.71477 -0.74621 -0.842
N 1.76118 0.15454 -0.05370 0.478
O 1.90750 1.33572 -0.10643 -0.368
O 2.53437 -0.78761 0.15834 -0.412
O 0.24502 -1.59807 -0.43588 -0.673
H 0.07380 -0.30274 1.81418 -0.142
H 0.30614 1.45133 -0.71990 0.426
H -1.21064 0.62679 -1.42027 0.433
H 1.16547 -2.00764 -0.37319 0.528


5.
11
Properties=species:S:1:pos:R:3:nbo_charge:R:1 method="wB97M-V/def2-TZVPD" lumo_energy_ha=0.01479 charge=0 e_homo_ha=-0.38288 e_above_lowest_kcal_mol=14.3 gap_ev=10.8 smiles="N=C=O.O=NO.O"
C -2.06937 1.16794 -0.73694 0.845
N -1.39684 0.33689 -0.21390 -0.779
N 1.07809 0.53318 1.54155 0.387
O -2.76164 2.05875 -0.99971 -0.529
O 1.79501 0.81593 0.51863 -0.530
O -0.24295 -2.05101 -1.11804 -0.934
O 1.54869 0.73128 2.57407 -0.323
H 0.55809 -1.54506 -1.22750 0.480
H -1.21414 -0.61533 -0.41155 0.436
H 2.69043 1.29156 0.55794 0.469
H 0.01462 -2.72413 -0.48455 0.479


6.
12
Properties=species:S:1:pos:R:3:nbo_charge:R:1 method="wB97M-V/def2-TZVPD" lumo_energy_ha=0.01745 charge=0 e_homo_ha=-0.40577 e_above_lowest_kcal_mol=80.8 gap_ev=11.5
C -1.75959 0.69055 -0.77506 -0.860
N 1.75051 -1.18152 0.67413 -0.454
N 1.24784 -0.32215 1.38620 0.570
O 1.64388 0.25697 2.35452 -0.383
O -0.02390 0.02259 0.93979 -0.554
O -0.16484 -1.33374 -1.24277 -0.885
O 0.90234 0.88386 -1.21313 -0.901
S -0.10366 -0.00458 -0.74834 2.328
H -1.77066 1.56055 -0.13506 0.256
H -2.01735 0.94400 -1.79565 0.261
H -2.40620 -0.09193 -0.39915 0.258
H 2.70163 -1.42459 0.95454 0.366


7.
12
Properties=species:S:1:pos:R:3:nbo_charge:R:1 method="wB97M-V/def2-TZVPD" lumo_energy_ha=-0.03813 charge=0 e_homo_ha=-0.31639 e_above_lowest_kcal_mol=33.2 gap_ev=7.6 smiles="[H]/P=N/PC(=O)[PH]#P=N"
C -0.32820 -1.20689 -0.35383 0.165
N -1.02439 1.73121 0.31412 -1.096
N 2.22736 -0.55179 0.02477 -1.196
O -0.38827 -1.73018 -1.43235 -0.507
P 3.20504 0.63086 0.10703 0.880
P -2.50661 1.14952 -0.10272 0.752
P 0.79919 -0.88584 0.93800 0.756
P -2.21059 -0.86965 0.63733 -0.080
H -1.02381 2.65751 0.02407 0.354
H 4.29671 0.23785 -0.82554 -0.108
H 0.02365 0.35567 1.05847 0.056
H -3.07009 -1.51826 -0.38933 0.023


8.
9
Properties=species:S:1:pos:R:3:nbo_charge:R:1 method="wB97M-V/def2-TZVPD" lumo_energy_ha=0.01016 charge=0 e_homo_ha=-0.34805 e_above_lowest_kcal_mol=114.2 gap_ev=9.7
C 0.78239 0.63599 0.15664 0.152
H -1.59083 -0.27316 1.48563 0.111
H -1.20100 1.22449 -0.82122 0.435
H 0.98277 1.60208 0.45677 0.187
H 0.40875 -1.12069 -1.16107 0.435
N -0.53181 0.47986 -0.44328 -0.843
N 1.65031 -0.29840 0.36443 -0.100
O 1.16506 -1.54532 -0.17660 -0.555
S -1.66564 -0.70485 0.13868 0.178


9.
9
Properties=species:S:1:pos:R:3:nbo_charge:R:1 method="wB97M-V/def2-TZVPD" lumo_energy_ha="-0.03568 / -0.03570" charge=0 e_homo_ha="-0.32894 / -0.32897" e_above_lowest_kcal_mol=134.7 gap_ev="8.0 / 8.0"
C 1.34550 -1.63003 -0.18124 -0.161
N 0.33583 -0.91281 -0.09144 -0.351
N -1.23746 1.92417 0.72341 -0.497
O -0.44869 1.99448 -0.48932 -0.521
S 1.05415 1.35020 -0.15167 0.473
H 1.22626 -2.68458 -0.39575 0.203
H 2.29323 -1.06025 -0.31590 0.185
H -1.81110 2.66927 0.66520 0.331
H -1.81456 1.16186 0.61950 0.338


10.
9
Properties=species:S:1:pos:R:3:nbo_charge:R:1 method="wB97M-V/def2-TZVPD" lumo_energy_ha=0.02219 charge=0 e_homo_ha=-0.32464 e_above_lowest_kcal_mol=6.3 gap_ev=9.4 smiles="NC(=O)NS"
C 0.07030 -0.41597 -0.23296 0.771
H 1.74030 -1.09410 -1.07874 0.405
H 1.97597 0.33667 -0.22211 0.387
H 0.18543 1.04330 1.14472 0.389
H -2.39093 -0.11232 0.55993 0.126
N 1.42399 -0.49061 -0.33157 -0.838
N -0.36896 0.78858 0.33317 -0.819
O -0.67431 -1.22753 -0.69726 -0.614
S -1.96181 1.17198 0.52482 0.191